{"formula": "C35H46Cl2FeGe2N3O2S3", "method": "ωB97M-V with the def2-TZVPD basis set", "species": ["Fe", "Cl", "C", "C", "C", "C", "C", "Cl", "C", "S", "H", "H", "H", "C", "C", "Ge", "C", "C", "C", "C", "Ge", "C", "C", "C", "C", "C", "C", "C", "C", "C", "C", "H", "H", "H", "H", "H", "H", "H", "H", "H", "H", "H", "H", "H", "H", "H", "H", "H", "H", "H", "H", "H", "H", "H", "H", "H", "H", "C", "C", "N", "C", "C", "S", "C", "C", "S", "C", "N", "C", "H", "H", "H", "H", "H", "H", "H", "H", "O", "C", "O", "C", "N", "C", "C", "C", "H", "H", "H", "H", "H", "H", "H", "H", "H"], "positions_angstrom": [[0.49, 0.93, -0.63], [2.10, 4.09, -0.70], [2.75, 3.99, 0.90], [3.18, 5.17, 1.46], [3.77, 5.16, 2.72], [3.95, 3.97, 3.41], [3.53, 2.78, 2.84], [3.78, 1.34, 3.73], [2.91, 2.74, 1.56], [2.49, 1.21, 0.93], [3.08, 6.09, 0.91], [4.11, 6.09, 3.16], [4.41, 3.96, 4.39], [-3.11, -1.09, 1.96], [-2.03, -0.10, 1.54], [-0.23, -0.95, 1.37], [0.76, -0.52, 3.01], [0.00, -1.08, 4.22], [-0.55, -2.86, 1.18], [-0.12, -3.37, 0.02], [0.92, -2.03, -0.96], [0.66, -2.07, -2.90], [1.50, -3.19, -3.52], [2.85, -2.04, -0.52], [3.37, -3.38, 0.00], [-0.44, -4.73, -0.46], [0.53, -5.57, -1.01], [0.20, -6.84, -1.45], [-1.10, -7.30, -1.35], [-2.08, -6.47, -0.81], [-1.75, -5.20, -0.37], [-4.08, -0.60, 2.07], [-2.87, -1.57, 2.91], [-3.23, -1.89, 1.22], [-1.90, 0.68, 2.30], [-2.30, 0.41, 0.61], [0.86, 0.56, 3.09], [1.76, -0.95, 2.95], [-1.00, -0.65, 4.30], [0.53, -0.85, 5.15], [-0.11, -2.16, 4.16], [-1.10, -3.47, 1.90], [0.94, -1.10, -3.32], [-0.40, -2.22, -3.11], [2.55, -3.14, -3.22], [1.48, -3.11, -4.61], [1.12, -4.17, -3.25], [3.04, -1.27, 0.22], [3.38, -1.75, -1.43], [2.74, -3.79, 0.79], [4.38, -3.27, 0.40], [3.43, -4.13, -0.80], [1.55, -5.23, -1.08], [0.97, -7.48, -1.86], [-1.36, -8.29, -1.69], [-3.10, -6.82, -0.74], [-2.52, -4.56, 0.05], [-2.88, -1.04, -1.57], [-2.29, 0.07, -2.37], [-1.02, 0.39, -2.36], [-0.73, 1.36, -3.30], [-1.80, 1.80, -4.01], [-3.21, 0.97, -3.50], [0.68, 1.70, -3.47], [1.24, 2.31, -4.54], [2.94, 2.36, -4.35], [2.82, 1.55, -2.86], [1.58, 1.27, -2.51], [4.06, 1.15, -2.14], [-2.15, -1.41, -0.85], [-3.14, -1.87, -2.23], [-3.78, -0.74, -1.05], [-1.83, 2.53, -4.79], [0.75, 2.70, -5.42], [4.35, 0.15, -2.43], [3.92, 1.16, -1.06], [4.88, 1.83, -2.39], [-0.99, 2.27, -0.37], [-1.08, 2.87, 0.75], [-0.41, 2.68, 1.77], [-2.21, 3.91, 0.82], [-2.24, 4.43, 2.24], [-3.57, 4.06, 2.83], [-4.49, 4.02, 1.62], [-3.61, 3.35, 0.56], [-1.97, 4.74, 0.15], [-2.09, 5.43, 2.27], [-1.43, 3.95, 2.70], [-3.83, 4.77, 3.61], [-3.45, 3.07, 3.28], [-4.76, 5.03, 1.32], [-5.40, 3.47, 1.83], [-3.94, 3.55, -0.46], [-3.61, 2.27, 0.70]], "mulliken_spin": [3.736, 0.015, 0.093, -0.039, 0.130, -0.051, 0.095, 0.023, 0.041, 0.647, 0.002, 0.007, 0.001, 0.004, 0.039, 0.000, 0.031, 0.004, -0.012, 0.008, 0.045, 0.011, 0.002, 0.008, 0.006, 0.006, 0.000, 0.000, 0.000, 0.000, 0.001, 0.000, 0.001, -0.001, 0.003, 0.000, -0.020, 0.003, -0.001, 0.000, 0.000, 0.002, 0.004, 0.002, 0.000, 0.001, -0.001, -0.006, -0.002, 0.000, 0.000, -0.001, 0.000, 0.000, 0.000, 0.000, 0.000, -0.014, 0.012, -0.019, 0.010, 0.004, 0.006, 0.040, 0.008, 0.010, 0.027, -0.023, 0.023, 0.002, 0.002, 0.000, 0.000, 0.000, 0.001, 0.012, 0.003, 0.067, -0.019, -0.002, 0.011, 0.001, 0.000, 0.000, 0.002, 0.001, 0.000, -0.001, 0.000, 0.000, 0.000, 0.000, 0.001, -0.002], "largest_force_ev_per_a": 0.7, "lumo_ev": [-4.468, -7.633], "molar_mass_g_mol": 908.94, "charge": 2, "multiplicity": 6}

---

{"formula": "C35H46F10N3O5PTc", "method": "ωB97M-V with the def2-TZVPD basis set", "species": ["Tc", "C", "N", "C", "C", "N", "C", "C", "F", "C", "F", "C", "F", "C", "F", "C", "F", "C", "C", "N", "C", "C", "F", "C", "F", "C", "F", "C", "F", "C", "F", "H", "H", "H", "H", "H", "H", "H", "H", "H", "H", "H", "C", "C", "C", "C", "O", "P", "O", "O", "O", "C", "C", "C", "C", "H", "H", "H", "H", "H", "H", "H", "H", "H", "H", "H", "H", "H", "H", "H", "H", "H", "H", "C", "C", "C", "C", "C", "C", "H", "H", "H", "H", "H", "H", "H", "H", "H", "C", "C", "C", "O", "C", "H", "H", "H", "H", "H", "H", "H", "H"], "positions_angstrom": [[-0.58, 1.01, -0.75], [-0.84, 3.09, -2.98], [-1.52, 2.68, -1.73], [-2.90, 2.21, -2.02], [-2.81, 0.86, -2.71], [-1.93, 0.00, -1.92], [-2.12, -1.37, -2.06], [-2.21, -2.22, -0.96], [-2.19, -1.71, 0.27], [-2.31, -3.59, -1.08], [-2.37, -4.35, 0.01], [-2.37, -4.18, -2.33], [-2.47, -5.50, -2.45], [-2.33, -3.37, -3.45], [-2.39, -3.91, -4.67], [-2.20, -2.00, -3.31], [-2.14, -1.27, -4.44], [-1.48, 3.81, -0.77], [-0.08, 3.92, -0.19], [0.45, 2.58, 0.07], [1.12, 2.41, 1.29], [2.41, 1.87, 1.32], [3.04, 1.60, 0.18], [3.08, 1.60, 2.50], [4.30, 1.07, 2.48], [2.47, 1.88, 3.71], [3.10, 1.60, 4.86], [1.21, 2.44, 3.72], [0.62, 2.72, 4.89], [0.56, 2.69, 2.53], [-0.67, 3.24, 2.61], [-1.40, 3.91, -3.44], [-0.78, 2.26, -3.67], [0.17, 3.43, -2.75], [-3.42, 2.95, -2.64], [-3.41, 2.12, -1.07], [-2.47, 0.99, -3.74], [-3.82, 0.43, -2.78], [-2.20, 3.59, 0.02], [-1.78, 4.73, -1.28], [-0.15, 4.52, 0.72], [0.58, 4.47, -0.86], [0.89, -3.79, 3.17], [0.63, -2.45, 2.52], [-0.78, -1.96, 2.82], [1.65, -1.41, 2.97], [0.72, -2.72, 1.09], [1.13, -1.78, -0.11], [0.83, -2.45, -1.39], [0.46, -0.40, 0.13], [2.67, -1.41, 0.09], [3.78, -2.23, -0.37], [3.57, -3.70, 0.00], [4.99, -1.66, 0.35], [3.92, -2.07, -1.88], [0.77, -3.72, 4.25], [1.90, -4.14, 2.96], [0.19, -4.54, 2.79], [-0.89, -1.82, 3.90], [-1.51, -2.69, 2.48], [-0.97, -1.01, 2.32], [1.56, -1.28, 4.05], [1.46, -0.46, 2.49], [2.67, -1.72, 2.74], [3.46, -3.80, 1.08], [4.43, -4.28, -0.32], [2.68, -4.10, -0.49], [4.87, -1.74, 1.43], [5.12, -0.61, 0.09], [5.89, -2.21, 0.06], [3.03, -2.45, -2.39], [4.80, -2.61, -2.23], [4.05, -1.01, -2.12], [-4.20, 2.81, 2.76], [-3.63, 1.38, 2.78], [-4.76, 0.36, 2.55], [-2.96, 1.11, 4.13], [-2.64, 1.25, 1.69], [-1.85, 1.16, 0.77], [-4.95, 2.91, 3.55], [-4.67, 3.02, 1.80], [-3.41, 3.54, 2.94], [-5.49, 0.43, 3.36], [-4.36, -0.65, 2.52], [-5.26, 0.55, 1.60], [-3.70, 1.21, 4.93], [-2.15, 1.81, 4.31], [-2.56, 0.10, 4.16], [2.43, 1.32, -4.11], [1.88, -0.07, -4.45], [0.63, -0.15, -3.58], [0.89, 0.75, -2.46], [2.18, 1.37, -2.62], [1.87, 2.10, -4.63], [3.49, 1.44, -4.35], [2.60, -0.83, -4.15], [1.65, -0.20, -5.50], [0.43, -1.13, -3.18], [-0.24, 0.23, -4.12], [2.92, 0.78, -2.09], [2.14, 2.36, -2.17]], "mulliken_spin": [2.597, 0.011, -0.026, 0.007, 0.014, 0.155, 0.012, -0.048, -0.008, -0.004, 0.000, 0.017, 0.001, -0.006, 0.000, 0.019, 0.001, 0.001, 0.030, 0.166, -0.048, -0.005, -0.005, 0.000, 0.000, 0.008, 0.001, -0.002, 0.000, 0.001, 0.001, -0.001, -0.002, -0.004, 0.007, 0.007, -0.002, -0.003, 0.005, 0.001, 0.003, -0.002, 0.000, 0.005, -0.006, -0.010, 0.002, 0.002, 0.005, 0.072, -0.019, 0.001, 0.000, 0.000, 0.000, 0.000, 0.000, 0.000, -0.001, 0.000, 0.002, 0.000, 0.006, 0.000, 0.000, 0.000, 0.000, 0.000, 0.000, 0.000, 0.000, 0.000, 0.000, 0.009, -0.015, 0.009, 0.007, 0.041, -0.009, 0.001, -0.003, -0.002, 0.000, -0.004, -0.002, 0.001, -0.002, -0.001, 0.000, 0.000, -0.003, 0.028, -0.006, 0.000, 0.001, 0.000, 0.000, -0.001, 0.002, -0.002, -0.005], "largest_force_ev_per_a": 0.3, "lumo_ev": [0.324, -0.648], "molar_mass_g_mol": 907.72, "charge": 0, "multiplicity": 4}